Record 1
Here is a single C4H6ClF2N molecule in a non-equilibrium geometry from OMol25. Energies are from ωB97M-V with the def2-TZVPD basis set.

Calculated values
SMILES string = N[C@@H]1C[C@](F)(Cl)[C@@H]1F
LUMO = 0.79 eV
energy = -870.66168 Ha
HOMO level = -9.718 eV
largest force on an atom = 3.10 eV Å⁻¹
HOMO-LUMO gap = 10.5 eV
net charge = 0

Element x y z (Å)
1 N -1.385 -0.594 -0.958
2 C -0.820 0.243 0.044
3 C 0.359 1.052 -0.579
4 C 1.327 0.065 0.120
5 F 2.407 0.578 0.737
6 Cl 1.894 -1.210 -0.960
7 C 0.201 -0.420 1.052
8 F 0.126 -1.740 1.358
9 H -2.414 -0.519 -1.086
10 H -1.286 -1.583 -0.647
11 H -1.507 0.860 0.557
12 H 0.473 1.975 0.002
13 H 0.352 1.178 -1.662
14 H 0.273 0.116 2.022

Löwdin population analysis, charges in e, atoms 1 to 4:
1. N 0.04
2. C -0.33
3. C -0.08
4. C -0.82

Record 2
Here is C12H16BrCl2NY as an isolated structure in a non-equilibrium geometry from OMol25. Energies are from ωB97M-V with the def2-TZVPD basis set.

Calculated values
LUMO = 2.44 eV
energy = -4054.30059 Ha
HOMO level = -2.377 eV
largest force on an atom = 10.18 eV Å⁻¹
HOMO-LUMO gap = 4.8 eV
net charge = -1

Element x y z (Å)
1 Y 1.007 -0.318 -0.261
2 Cl 1.021 -2.801 -0.402
3 Cl 1.909 1.535 1.166
4 C 2.760 -0.070 -1.233
5 H 3.119 1.040 -1.371
6 H 2.977 -0.833 -2.132
7 C -0.478 1.061 -1.616
8 C 0.561 0.460 -2.215
9 H -0.246 1.680 -0.714
10 C 0.449 -0.760 -3.232
11 H 1.376 1.166 -2.641
12 C -0.647 -0.383 -4.201
13 H 1.446 -0.870 -3.696
14 H 0.273 -1.685 -2.657
15 C -1.917 -0.085 -3.403
16 H -0.357 0.510 -4.748
17 H -0.787 -1.155 -4.952
18 C -1.854 0.936 -2.190
19 H -2.665 0.351 -4.049
20 H -2.270 -1.059 -3.023
21 H -2.071 1.974 -2.535
22 H -2.535 0.665 -1.339
23 Br -0.352 -3.568 5.130
24 C -0.544 -1.913 4.244
25 C -1.009 -0.797 4.932
26 C -1.119 0.423 4.233
27 C -0.741 0.454 2.879
28 N -0.295 -0.613 2.200
29 C -0.204 -1.786 2.871
30 H -1.272 -0.877 5.986
31 H -1.463 1.320 4.705
32 H -0.752 1.383 2.331
33 H 0.166 -2.649 2.314

Löwdin population analysis, charges in e, atoms 1 to 4:
1. Y 0.45
2. Cl -0.13
3. Cl -0.12
4. C -0.32

Record 3
Here is a single C4H9N3O molecule in a non-equilibrium geometry from OMol25. Energies are from ωB97M-V with the def2-TZVPD basis set.

Calculated values
SMILES string = CCN/C=N\C=N/O
LUMO = 0.50 eV
energy = -397.23291 Ha
HOMO level = -8.136 eV
largest force on an atom = 2.92 eV Å⁻¹
HOMO-LUMO gap = 8.6 eV
net charge = 0

Element x y z (Å)
1 C -3.141 -0.796 0.383
2 C -1.746 -0.622 -0.152
3 N -1.492 0.817 -0.095
4 C -0.305 1.434 -0.050
5 N 0.898 0.917 0.090
6 C 1.133 -0.367 -0.464
7 N 2.258 -0.970 -0.256
8 O 3.176 -0.286 0.461
9 H -3.460 -1.856 0.283
10 H -3.814 -0.230 -0.296
11 H -3.260 -0.470 1.372
12 H -1.696 -0.961 -1.192
13 H -1.044 -1.111 0.551
14 H -2.244 1.407 -0.349
15 H -0.426 2.496 -0.124
16 H 0.356 -0.864 -1.043
17 H 2.886 0.650 0.645

Löwdin population analysis, charges in e, atoms 1 to 4:
1. C -0.09
2. C -0.26
3. N 0.01
4. C -0.21

Record 4
Here is an isolated ion of composition C6H11ClN3O and charge +1 in a non-equilibrium geometry from OMol25. Energies are from ωB97M-V with the def2-TZVPD basis set.

Calculated values
SMILES string = CCO/C=C(Cl)\N=C/NC=[NH2+]
LUMO (spin up / spin down) = -3.85 / -3.85 eV
energy = -934.59482 Ha
HOMO level (spin up / spin down) = -12.431 / -12.431 eV
largest force on an atom = 3.62 eV Å⁻¹
HOMO-LUMO gap (spin up / spin down) = 8.6 / 8.6 eV
net charge = +1

Element x y z (Å)
1 C 1.152 0.365 2.671
2 C -0.101 0.444 1.840
3 O 0.157 -0.268 0.539
4 C 1.090 0.362 -0.217
5 C 1.438 -0.245 -1.387
6 Cl 2.798 0.482 -2.228
7 N 0.804 -1.260 -1.959
8 C -0.338 -1.784 -1.802
9 N -1.471 -1.308 -1.095
10 C -1.632 -0.007 -0.811
11 N -1.191 1.064 -1.466
12 H 1.945 0.522 1.939
13 H 1.154 1.239 3.280
14 H 1.347 -0.679 3.137
15 H -0.401 1.433 1.713
16 H -0.957 -0.105 2.332
17 H 1.602 1.046 0.432
18 H -0.605 -2.667 -2.395
19 H -2.281 -1.916 -1.030
20 H -2.432 0.169 -0.127
21 H -0.740 1.096 -2.358
22 H -1.338 2.017 -1.009

Löwdin population analysis, charges in e, atoms 1 to 4:
1. C -0.05
2. C -0.18
3. O -0.15
4. C -0.17

Record 5
Here is C3H9N3 as an isolated structure in a non-equilibrium geometry from OMol25. Energies are from ωB97M-V with the def2-TZVPD basis set.

Calculated values
LUMO = 0.62 eV
energy = -283.80828 Ha
HOMO level = -7.758 eV
largest force on an atom = 3.57 eV Å⁻¹
HOMO-LUMO gap = 8.4 eV
net charge = 0

Element x y z (Å)
1 C -0.893 1.677 -0.002
2 N -0.905 0.482 0.879
3 C 0.370 0.116 1.392
4 N 1.210 0.211 2.193
5 H -1.684 0.419 1.537
6 H -0.290 1.421 -0.874
7 H -0.448 2.523 0.516
8 H -1.913 1.904 -0.307
9 C 0.321 -1.481 -0.398
10 N 1.163 -0.718 -1.327
11 H 1.974 -0.362 -0.832
12 H 1.498 -1.300 -2.090
13 H 0.834 -2.301 0.117
14 H -0.495 -1.943 -0.974
15 H -0.741 -0.649 0.169

Löwdin population analysis, charges in e, atoms 1 to 4:
1. C -0.05
2. N -0.11
3. C -0.34
4. N 0.18

Question: Which of these has the lowest energy?
Answer: C12H16BrCl2NY

What did the third record say?
Here is a single C4H9N3O molecule in a non-equilibrium geometry from OMol25. Energies are from ωB97M-V with the def2-TZVPD basis set.

Calculated values
SMILES string = CCN/C=N\C=N/O
LUMO = 0.50 eV
energy = -397.23291 Ha
HOMO level = -8.136 eV
largest force on an atom = 2.92 eV Å⁻¹
HOMO-LUMO gap = 8.6 eV
net charge = 0

Element x y z (Å)
1 C -3.141 -0.796 0.383
2 C -1.746 -0.622 -0.152
3 N -1.492 0.817 -0.095
4 C -0.305 1.434 -0.050
5 N 0.898 0.917 0.090
6 C 1.133 -0.367 -0.464
7 N 2.258 -0.970 -0.256
8 O 3.176 -0.286 0.461
9 H -3.460 -1.856 0.283
10 H -3.814 -0.230 -0.296
11 H -3.260 -0.470 1.372
12 H -1.696 -0.961 -1.192
13 H -1.044 -1.111 0.551
14 H -2.244 1.407 -0.349
15 H -0.426 2.496 -0.124
16 H 0.356 -0.864 -1.043
17 H 2.886 0.650 0.645

Löwdin population analysis, charges in e, atoms 1 to 4:
1. C -0.09
2. C -0.26
3. N 0.01
4. C -0.21

Question: Among the records above, which one has the lowest net charge?
Answer: C12H16BrCl2NY